Record 1
Density functional theory data (ωB97M-V/def2-TZVPD) for an isolated ion of composition C5H12N2 and charge +2.

* HOMO level: -17.9 eV
* orbital gap: 9.6 eV
* SMILES string: C=[NH+]/C=C/CC[NH3+]
* ΔE to the lowest compared entry with this formula, charge and spin: 0.411 eV
* max |F|: 1.49 eV Å⁻¹

Structure (ORCA input):
```
! RIJCOSX wB97M-V def2-TZVPD def2/J DEFGRID3
* xyz 2 1
C 2.34 -2.59 1.24
N 1.29 -2.18 0.65
C 1.06 -0.91 0.06
C -0.15 -0.33 0.02
C -0.25 0.93 -0.78
C -1.66 1.49 -0.93
N -1.99 2.76 -0.17
H 2.34 -3.58 1.68
H 3.21 -1.97 1.39
H 0.44 -2.76 0.62
H 1.92 -0.37 -0.38
H -1.12 -0.75 0.38
H 0.06 0.63 -1.82
H 0.49 1.71 -0.52
H -1.77 1.65 -2.03
H -2.44 0.79 -0.64
H -2.72 3.31 -0.67
H -2.48 2.49 0.70
H -1.14 3.35 -0.02
*
```

In elementary charge units, the Löwdin charges are: number 1, C, carries 0.222; number 2, N, carries 0.055; number 3, C, carries -0.068; number 4, C, carries -0.029; number 5, C, carries -0.176; number 6, C, carries -0.135; number 7, N, carries 0.204; number 8, H, carries 0.140; number 9, H, carries 0.140; number 10, H, carries 0.200; number 11, H, carries 0.160; number 12, H, carries 0.144; number 13, H, carries 0.156; number 14, H, carries 0.139; number 15, H, carries 0.152; number 16, H, carries 0.128; number 17, H, carries 0.195; number 18, H, carries 0.177; number 19, H, carries 0.195

---

Record 2
Density functional theory data (ωB97M-V/def2-TZVPD) for one molecule with the formula C5H12N2O.

* HOMO level: -9.2 eV
* orbital gap: 10.2 eV
* SMILES string: C=CC(C)(C)N(N)O
* ΔE to the lowest compared entry with this formula, charge and spin: 4.437 eV
* max |F|: 2.24 eV Å⁻¹

Structure (ORCA input):
```
! RIJCOSX wB97M-V def2-TZVPD def2/J DEFGRID3
* xyz 0 1
C -1.19 0.73 1.86
C -0.25 0.80 0.91
C -0.15 -0.07 -0.34
C -0.36 0.77 -1.60
C -1.13 -1.24 -0.33
N 1.21 -0.66 -0.34
N 2.19 0.21 -0.68
O 1.32 -0.93 1.28
H -1.80 -0.14 2.01
H -1.31 1.53 2.58
H 0.34 1.71 0.84
H 0.32 1.62 -1.63
H -0.21 0.16 -2.48
H -1.38 1.16 -1.59
H -0.97 -1.86 -1.21
H -2.15 -0.86 -0.33
H -1.00 -1.85 0.56
H 2.27 1.06 -0.12
H 3.08 -0.27 -0.75
H 1.19 -1.89 1.37
*
```

In elementary charge units, the Löwdin charges are: number 1, C, carries 0.020; number 2, C, carries -0.145; number 3, C, carries -0.568; number 4, C, carries -0.041; number 5, C, carries -0.045; number 6, N, carries -0.104; number 7, N, carries 0.041; number 8, O, carries -0.109; number 9, H, carries 0.053; number 10, H, carries 0.050; number 11, H, carries 0.100; number 12, H, carries 0.071; number 13, H, carries 0.086; number 14, H, carries 0.089; number 15, H, carries 0.085; number 16, H, carries 0.086; number 17, H, carries 0.075; number 18, H, carries 0.096; number 19, H, carries 0.100; number 20, H, carries 0.061

---

Record 3
Density functional theory data (ωB97M-V/def2-TZVPD) for a 2-piece molecular cluster, C5H12N2O overall.

* HOMO level: -7.7 eV
* orbital gap: 8.8 eV
* SMILES string: C/C=C(\C)N.C=NO
* ΔE to the lowest compared entry with this formula, charge and spin: 3.570 eV
* max |F|: 2.32 eV Å⁻¹

Structure (ORCA input):
```
! RIJCOSX wB97M-V def2-TZVPD def2/J DEFGRID3
* xyz 0 1
C -0.81 -1.83 0.60
C 0.03 -0.68 1.04
C 1.11 -0.18 0.43
C 1.67 -0.74 -0.86
N 1.79 0.92 0.95
H -0.43 -2.77 1.00
H -1.84 -1.70 0.96
H -0.88 -1.91 -0.49
H -0.31 -0.21 1.96
H 2.48 -1.44 -0.64
H 0.92 -1.25 -1.46
H 2.08 0.07 -1.48
H 1.59 1.09 1.93
H 2.79 0.90 0.76
C -1.01 2.13 -0.93
N -2.08 1.84 -0.26
O -2.71 0.76 -0.89
H -0.71 1.59 -1.85
H -0.35 2.94 -0.60
H -3.32 0.45 -0.19
*
```

In elementary charge units, the Löwdin charges are: number 1, C, carries -0.120; number 2, C, carries -0.160; number 3, C, carries -0.448; number 4, C, carries -0.044; number 5, N, carries 0.067; number 6, H, carries 0.071; number 7, H, carries 0.062; number 8, H, carries 0.061; number 9, H, carries 0.098; number 10, H, carries 0.084; number 11, H, carries 0.068; number 12, H, carries 0.076; number 13, H, carries 0.092; number 14, H, carries 0.087; number 15, C, carries -0.054; number 16, N, carries -0.074; number 17, O, carries -0.108; number 18, H, carries 0.081; number 19, H, carries 0.070; number 20, H, carries 0.092

---

Record 4
Density functional theory data (ωB97M-V/def2-TZVPD) for one molecule with the formula C5H12N2O.

* HOMO level: -8.7 eV
* orbital gap: 9.6 eV
* SMILES string: CNC[C@@H](N)CC=O
* ΔE to the lowest compared entry with this formula, charge and spin: 3.755 eV
* max |F|: 4.52 eV Å⁻¹

Structure (ORCA input):
```
! RIJCOSX wB97M-V def2-TZVPD def2/J DEFGRID3
* xyz 0 1
C 1.30 0.56 2.69
N 0.46 0.48 1.42
C 0.60 -0.76 0.53
C 0.22 -0.06 -0.89
N 0.77 -0.95 -1.92
C -1.35 -0.12 -0.97
C -1.79 1.07 -1.79
O -2.04 0.99 -2.94
H 2.44 0.60 2.61
H 0.96 1.45 3.31
H 1.11 -0.29 3.21
H -0.51 0.66 1.75
H -0.20 -1.55 0.94
H 1.51 -1.46 0.59
H 0.56 0.96 -1.03
H 0.79 -0.56 -2.89
H 0.35 -1.87 -1.95
H -1.94 -0.14 0.07
H -1.62 -1.08 -1.43
H -1.62 2.05 -1.30
*
```

In elementary charge units, the Löwdin charges are: number 1, C, carries -0.125; number 2, N, carries -0.152; number 3, C, carries -0.166; number 4, C, carries -0.354; number 5, N, carries 0.006; number 6, C, carries -0.155; number 7, C, carries -0.317; number 8, O, carries 0.073; number 9, H, carries 0.093; number 10, H, carries 0.087; number 11, H, carries 0.012; number 12, H, carries 0.093; number 13, H, carries 0.127; number 14, H, carries 0.123; number 15, H, carries 0.124; number 16, H, carries 0.093; number 17, H, carries 0.062; number 18, H, carries 0.142; number 19, H, carries 0.110; number 20, H, carries 0.126

---

Record 5
Density functional theory data (ωB97M-V/def2-TZVPD) for one molecule with the formula C5H12N2O.

* HOMO level: -8.9 eV
* orbital gap: 9.7 eV
* SMILES string: CC[C@@H](N)C(=O)NC
* ΔE to the lowest compared entry with this formula, charge and spin: 1.109 eV
* max |F|: 1.71 eV Å⁻¹

Structure (ORCA input):
```
! RIJCOSX wB97M-V def2-TZVPD def2/J DEFGRID3
* xyz 0 1
C 1.89 1.38 1.33
C 1.14 0.04 1.19
C 0.33 -0.08 -0.10
N 1.23 -0.25 -1.21
C -0.71 -1.20 0.09
O -0.56 -2.08 0.93
N -1.94 -1.03 -0.48
C -2.39 0.11 -1.25
H 2.45 1.38 2.25
H 1.14 2.17 1.31
H 2.47 1.50 0.41
H 1.82 -0.81 1.20
H 0.53 -0.18 2.06
H -0.17 0.89 -0.16
H 0.85 -0.64 -2.06
H 2.10 -0.70 -0.96
H -2.59 -1.74 -0.17
H -2.19 1.02 -0.69
H -3.46 0.10 -1.45
H -1.92 0.13 -2.24
*
```

In elementary charge units, the Löwdin charges are: number 1, C, carries -0.089; number 2, C, carries -0.230; number 3, C, carries -0.349; number 4, N, carries 0.061; number 5, C, carries -0.445; number 6, O, carries 0.045; number 7, N, carries 0.015; number 8, C, carries -0.084; number 9, H, carries 0.068; number 10, H, carries 0.072; number 11, H, carries 0.068; number 12, H, carries 0.111; number 13, H, carries 0.111; number 14, H, carries 0.117; number 15, H, carries 0.074; number 16, H, carries 0.078; number 17, H, carries 0.136; number 18, H, carries 0.078; number 19, H, carries 0.083; number 20, H, carries 0.083

---

Record 6
Density functional theory data (ωB97M-V/def2-TZVPD) for one molecule with the formula C5H12N2O.

* HOMO level: -8.3 eV
* orbital gap: 9.4 eV
* SMILES string: CNC[C@@H](N)CC=O
* ΔE to the lowest compared entry with this formula, charge and spin: 2.726 eV
* max |F|: 3.09 eV Å⁻¹

Structure (ORCA input):
```
! RIJCOSX wB97M-V def2-TZVPD def2/J DEFGRID3
* xyz 0 1
C -2.10 -0.47 -1.38
N -1.22 0.68 -1.20
C 0.17 0.38 -1.24
C 0.66 -0.23 0.08
N 2.02 -0.64 -0.12
C 0.48 0.79 1.29
C 0.64 -0.19 2.51
O 0.01 -1.22 2.57
H -2.27 -1.14 -0.51
H -3.13 -0.09 -1.42
H -1.76 -0.99 -2.26
H -1.62 1.58 -1.38
H 0.68 1.40 -1.27
H 0.52 -0.23 -2.06
H 0.09 -1.13 0.37
H 2.44 -1.42 0.34
H 2.62 0.05 -0.53
H -0.51 1.17 1.51
H 1.22 1.57 1.23
H 1.07 0.13 3.48
*
```

In elementary charge units, the Löwdin charges are: number 1, C, carries -0.125; number 2, N, carries -0.135; number 3, C, carries -0.236; number 4, C, carries -0.411; number 5, N, carries 0.041; number 6, C, carries -0.080; number 7, C, carries -0.247; number 8, O, carries 0.024; number 9, H, carries 0.082; number 10, H, carries 0.078; number 11, H, carries 0.070; number 12, H, carries 0.101; number 13, H, carries 0.137; number 14, H, carries 0.107; number 15, H, carries 0.126; number 16, H, carries 0.075; number 17, H, carries 0.074; number 18, H, carries 0.109; number 19, H, carries 0.097; number 20, H, carries 0.113

---

Which value of ΔE to the lowest compared entry with this formula, charge and spin does entry 2 give? 4.437 eV

---

The highest orbital gap belongs to which entry? number 2